The following is a quantum chemistry calculation of 6 unconnected molecules or ions with the total composition C16H31NO26S5, from the Open Molecules 2025 dataset.

Results
SMILES: CCCOCOC(=O)OCON=O.O=S1(=O)OCCO1.O=S1(=O)OCCO1.O=S1(=O)OCCO1.O=S1(=O)OCCO1.O=S1(=O)OCCO1
Net charge: 0
Gap between HOMO and LUMO, Ha: 0.3754
F_max, eV Å⁻¹: 0.824

Each line ends with the Mulliken charge.
CARTESIAN COORDINATES (ANGSTROEM)
C1 0.143152 -2.046598 -1.408694  -0.58
C2 0.742021 -0.669747 -1.699309  -0.12
C3 0.054036 0.024367 -2.877448  -0.61
O1 -0.194696 1.413508 -2.676715  -0.46
C4 -1.394443 1.709470 -2.095421  -0.36
O2 -1.280685 1.481517 -0.659218  -0.27
C5 -2.369146 1.253117 0.065625  0.71
O3 -2.338257 1.237383 1.258880  -0.61
O4 -3.558376 1.052252 -0.594899  -0.13
C6 -3.764647 -0.306786 -0.967663  -0.21
O5 -4.939276 -0.308358 -1.719057  -0.25
N1 -4.745580 -1.045525 -2.971641  0.23
O6 -5.403333 -0.599090 -3.798746  -0.25
H1 -0.889590 -1.965597 -1.057793  0.19
H2 0.743991 -2.580344 -0.677207  -0.18
H3 0.115209 -2.641982 -2.325329  0.38
H4 0.657132 -0.058560 -0.800948  0.24
H5 1.808501 -0.792149 -1.891388  0.35
H6 -0.871614 -0.502802 -3.146868  0.29
H7 0.696320 -0.029576 -3.755489  0.45
H8 -2.182061 1.093165 -2.531098  0.47
H9 -1.572140 2.769109 -2.261029  0.28
H10 -3.859858 -0.922013 -0.070119  0.35
H11 -2.927172 -0.684563 -1.564688  0.12
O7 -4.189396 7.562612 0.786160  -0.55
S1 -5.054008 6.757674 0.001363  1.08
O8 -5.958062 7.341602 -0.921250  -0.53
O9 -5.831577 5.762496 0.977573  -0.33
C7 -5.618963 4.396742 0.587605  -0.34
C8 -4.244022 4.408319 -0.044819  0.10
O10 -4.205214 5.645420 -0.771994  -0.30
H12 -6.390456 4.114432 -0.130441  0.37
H13 -5.678115 3.752001 1.459425  0.29
H14 -4.085055 3.574882 -0.723194  -0.02
H15 -3.455617 4.423412 0.710711  0.26
O11 -2.671829 1.700203 -6.404919  -0.56
S2 -1.407074 2.322918 -6.240903  1.06
O12 -0.210946 1.563878 -6.275051  -0.53
O13 -1.463372 3.194273 -4.903625  -0.14
C9 -1.139168 4.566545 -5.172826  -0.35
C10 -1.604213 4.775008 -6.600580  -0.42
O14 -1.261029 3.543484 -7.255433  -0.31
H16 -0.060144 4.694721 -5.075138  0.30
H17 -1.652034 5.206434 -4.459899  0.33
H18 -1.100745 5.598461 -7.097983  0.31
H19 -2.685034 4.913285 -6.658470  0.30
O15 2.153329 -5.766924 1.223008  -0.61
S3 2.409570 -4.372946 1.246767  1.13
O16 2.689944 -3.652843 0.053914  -0.53
O17 3.581014 -4.099001 2.301977  -0.27
C11 3.145891 -3.156004 3.306057  -0.33
C12 1.654188 -3.385972 3.395878  -0.40
O18 1.251600 -3.625015 2.034564  -0.26
H20 3.379708 -2.148042 2.962956  0.32
H21 3.661969 -3.351479 4.241183  0.39
H22 1.117769 -2.528733 3.786600  0.28
H23 1.415942 -4.273829 3.984285  0.25
O19 2.331567 -0.889854 5.423808  -0.52
S4 1.706339 -1.487173 6.552742  1.16
O20 2.295150 -2.605615 7.194349  -0.56
O21 0.201877 -1.834371 6.143058  -0.29
C13 -0.725371 -1.212962 7.050482  -0.30
C14 -0.002846 0.039086 7.505764  -0.37
O22 1.365405 -0.386300 7.642881  -0.30
H24 -0.912299 -1.897857 7.878371  0.28
H25 -1.654124 -1.002926 6.528345  0.31
H26 -0.358008 0.415103 8.460169  0.31
H27 -0.048605 0.830021 6.756040  0.29
O23 9.199458 -5.154487 -0.793467  -0.54
S5 8.344278 -4.024395 -0.727594  1.08
O24 8.765519 -2.762734 -1.219105  -0.54
O25 7.831185 -3.878935 0.780479  -0.35
C15 6.395624 -3.890229 0.827052  -0.13
C16 5.992581 -4.729102 -0.360497  -0.26
O26 6.930884 -4.370188 -1.386505  -0.34
H28 6.037629 -2.863354 0.729741  0.27
H29 6.055192 -4.310059 1.767331  0.26
H30 4.981415 -4.526986 -0.701227  0.22
H31 6.102839 -5.794867 -0.149447  0.32

Cartesian forces (eV/Å) of the 3 atoms listed first:
C 0.0 0.1 -0.4
C -0.1 -0.2 0.4
C 0.5 -0.3 -0.2